No. 1
This record from the Open Molecules 2025 dataset describes a cluster of 2 separate species, C4H7P in total. The level of theory is ωB97M-V with the def2-TZVPD basis set.

Atoms and positions in Å:
C (-2.71153, 2.17412, 0.15345)
C (-1.43783, 1.94407, -0.19532)
C (1.86393, -1.81315, -0.63561)
C (2.08117, -2.42564, 0.53188)
P (0.05673, 2.38304, 0.67135)
H (-3.55439, 1.83399, -0.37286)
H (-2.85727, 2.70024, 1.16452)
H (-1.45467, 1.72384, -1.22657)
H (1.27623, -0.89764, -0.58263)
H (1.72634, -2.14597, 1.64309)
H (2.23657, -2.16858, -1.58852)
H (2.77470, -3.30832, 0.43722)

The calculation puts the LUMO energy (alpha / beta) at -0.0437 / -0.0505 Eh. As for the multiplicity: 1. The calculation puts the orbital gap (alpha / beta) at 6.83 / 7.07 eV. The value obtained for the largest force on an atom is 0.0832 hartree/bohr. For the molecular weight, the calculation gives 86.07 g mol⁻¹. As for the HOMO energy (alpha / beta): -8.018 / -8.441 eV. The energy above the lowest of the compared OMol25 structures with the same formula, charge and spin is 3.909 eV.

Now the natural (NBO) charges, all in e:
1. C -0.31
2. C -0.67
3. C -0.40
4. C -0.40
5. P 0.38
6. H 0.20
7. H 0.18
8. H 0.22
9. H 0.19
10. H 0.22
11. H 0.20
12. H 0.19

No. 2
This record from the Open Molecules 2025 dataset describes an isolated molecule of C4H7P3. The level of theory is ωB97M-V with the def2-TZVPD basis set.

Atoms and positions in Å:
C (-0.58860, 1.67129, -0.08594)
C (0.18022, -1.39824, 0.48399)
C (0.06208, -1.38254, 1.96367)
C (0.31194, -0.44826, -2.16395)
P (0.17686, 2.68763, 1.42638)
P (0.05018, 3.28784, -0.49286)
P (0.10144, 0.00525, -0.42247)
H (-1.79006, 1.67008, 0.02418)
H (1.10580, -1.53534, 2.39398)
H (-0.53839, -2.28831, 2.20700)
H (-0.29442, -0.34001, 2.32080)
H (-0.56858, -0.68198, -2.68602)
H (0.88788, -1.35500, -2.12080)
H (0.90366, 0.10758, -2.84794)

The calculation puts the LUMO energy at -0.0477 Eh. As for the multiplicity: 1. The calculation puts the orbital gap at 6.36 eV. The value obtained for the largest force on an atom is 0.0690 hartree/bohr. For the molecular weight, the calculation gives 148.02 g mol⁻¹. As for the HOMO energy: -7.662 eV. The energy above the lowest of the compared OMol25 structures with the same formula, charge and spin is 3.829 eV.

Now the natural (NBO) charges, all in e:
1. C -1.18
2. C -0.46
3. C -0.72
4. C -0.94
5. P 0.27
6. P 0.39
7. P 0.98
8. H 0.26
9. H 0.24
10. H 0.24
11. H 0.18
12. H 0.23
13. H 0.27
14. H 0.24

No. 3
This record from the Open Molecules 2025 dataset describes a structure of composition C4H8. The level of theory is ωB97M-V with the def2-TZVPD basis set.

Atoms and positions in Å:
C (1.21944, -0.55935, 0.77767)
C (1.48564, 0.61756, 0.16249)
C (-1.83603, 0.08572, 0.07050)
C (1.00333, 0.16772, -1.01850)
H (0.27811, -0.98308, 0.75717)
H (2.06218, 1.48291, 0.35768)
H (-2.82246, 0.64183, 0.13226)
H (-1.92993, -0.72050, -0.64651)
H (-0.96518, 0.75939, -0.21702)
H (1.20899, 0.27426, -2.06721)
H (-1.66315, -0.45198, 1.01707)
H (1.95907, -1.31449, 0.67441)

The calculation puts the LUMO energy at 0.0197 Eh. As for the multiplicity: 1. The calculation puts the orbital gap at 9.07 eV. The value obtained for the largest force on an atom is 0.1367 hartree/bohr. For the molecular weight, the calculation gives 56.11 g mol⁻¹. As for the HOMO energy: -8.530 eV. The energy above the lowest of the compared OMol25 structures with the same formula, charge and spin is 5.075 eV.

Now the natural (NBO) charges, all in e:
1. C -0.33
2. C -0.29
3. C -0.87
4. C -0.21
5. H 0.22
6. H 0.19
7. H 0.21
8. H 0.21
9. H 0.24
10. H 0.23
11. H 0.20
12. H 0.20

No. 4
This record from the Open Molecules 2025 dataset describes a cluster of 2 separate species, C4H8 in total. The level of theory is ωB97M-V with the def2-TZVPD basis set.

Atoms and positions in Å:
C (0.18288, -1.76744, 1.96541)
C (0.42399, 0.32748, -0.04218)
C (0.23629, 1.56828, -0.84747)
C (-0.50179, -0.70338, -0.41053)
H (0.66754, -0.74561, 2.37803)
H (0.94905, -2.53249, 2.21546)
H (1.26206, 1.51648, -1.16894)
H (-0.70166, 1.43612, -1.48226)
H (0.17407, 2.51029, -0.26006)
H (-1.43449, -0.26088, -0.98642)
H (-0.02203, -1.31843, -1.13590)
H (-0.61753, -1.48480, 0.42177)

The calculation puts the LUMO energy (alpha / beta) at -0.0283 / -0.0258 Eh. As for the multiplicity: 1. The calculation puts the orbital gap (alpha / beta) at 7.27 / 7.37 eV. The value obtained for the largest force on an atom is 0.0585 hartree/bohr. For the molecular weight, the calculation gives 56.11 g mol⁻¹. As for the HOMO energy (alpha / beta): -8.039 / -8.077 eV. The energy above the lowest of the compared OMol25 structures with the same formula, charge and spin is 8.881 eV.

Now the natural (NBO) charges, all in e:
1. C -0.21
2. C 0.15
3. C -0.79
4. C -0.83
5. H 0.14
6. H 0.09
7. H 0.28
8. H 0.19
9. H 0.26
10. H 0.17
11. H 0.28
12. H 0.28

No. 5
This record from the Open Molecules 2025 dataset describes a cluster of 2 separate species, C4H8 in total. The level of theory is ωB97M-V with the def2-TZVPD basis set.

Atoms and positions in Å:
C (0.99376, 2.55100, -0.84916)
C (0.42116, 1.36451, -0.63900)
H (0.74198, 2.99724, -1.79945)
H (1.45978, 3.16429, -0.09765)
H (-0.18806, 1.02996, -1.46825)
H (0.64400, 0.67175, 0.15977)
C (-0.89465, -1.93151, 0.15534)
C (-0.45752, -1.95794, 1.41094)
H (-1.38790, -2.80582, -0.25419)
H (-0.60246, -1.14425, -0.52023)
H (-0.70029, -2.84077, 1.99283)
H (-0.02982, -1.09847, 1.90905)

The calculation puts the LUMO energy at 0.0446 Eh. As for the multiplicity: 1. The calculation puts the orbital gap at 11.36 eV. As for the SMILES: C=C.C=C. The value obtained for the largest force on an atom is 0.0258 hartree/bohr. For the molecular weight, the calculation gives 56.11 g mol⁻¹. As for the HOMO energy: -10.147 eV. The energy above the lowest of the compared OMol25 structures with the same formula, charge and spin is 1.658 eV.

Now the natural (NBO) charges, all in e:
1. C -0.38
2. C -0.39
3. H 0.19
4. H 0.20
5. H 0.19
6. H 0.19
7. C -0.38
8. C -0.39
9. H 0.19
10. H 0.19
11. H 0.19
12. H 0.19

No. 6
This record from the Open Molecules 2025 dataset describes a cluster of 2 separate species, C4H8 in total. The level of theory is ωB97M-V with the def2-TZVPD basis set.

Atoms and positions in Å:
C (-3.58649, -4.06025, -1.72229)
C (-2.39816, -4.34231, -1.20066)
H (-4.39049, -3.54258, -1.18673)
H (-3.77149, -4.34935, -2.76316)
H (-2.21269, -3.96724, -0.18769)
H (-1.57185, -4.84347, -1.71762)
C (-1.97348, 4.26347, 2.03716)
C (-2.12218, 5.13370, 3.05030)
H (-2.37064, 4.50097, 1.04365)
H (-1.45707, 3.30506, 2.16363)
H (-2.67349, 6.06327, 2.86812)
H (-1.73475, 4.96084, 4.06085)

The calculation puts the LUMO energy at 0.0517 Eh. As for the multiplicity: 1. The calculation puts the orbital gap at 11.54 eV. As for the SMILES: C=C.C=C. The value obtained for the largest force on an atom is 0.0202 hartree/bohr. For the molecular weight, the calculation gives 56.11 g mol⁻¹. As for the HOMO energy: -10.131 eV. The energy above the lowest of the compared OMol25 structures with the same formula, charge and spin is 1.481 eV.

Now the natural (NBO) charges, all in e:
1. C -0.39
2. C -0.39
3. H 0.20
4. H 0.19
5. H 0.19
6. H 0.20
7. C -0.39
8. C -0.39
9. H 0.20
10. H 0.19
11. H 0.19
12. H 0.20

No. 7
This record from the Open Molecules 2025 dataset describes a structure of composition C4H8AgF12N2O12S4. The level of theory is ωB97M-V with the def2-TZVPD basis set.

Atoms and positions in Å:
Ag (0.20289, 0.09504, -0.85121)
C (3.55037, 0.24212, 1.91503)
F (3.16854, -1.04117, 1.61845)
F (2.92305, 0.68323, 3.01439)
F (4.82862, 0.25774, 2.21387)
S (3.15803, 1.43951, 0.45715)
O (4.05093, 2.54315, 0.79695)
O (3.61781, 0.74917, -0.74233)
N (1.39599, 1.60727, 0.33348)
S (1.18745, 3.13787, 0.81919)
O (1.63270, 3.32992, 2.19038)
O (1.49347, 4.18742, -0.15922)
C (-0.70186, 3.14500, 0.96114)
F (-1.06737, 3.97292, 1.96417)
F (-1.31548, 3.58131, -0.16194)
F (-1.13217, 1.96265, 1.27801)
C (-3.57640, -1.91251, -1.10816)
F (-4.86107, -2.11375, -0.86256)
F (-2.89239, -3.08637, -1.06331)
F (-3.40650, -1.35839, -2.35169)
S (-3.01568, -0.76079, 0.37645)
O (-3.36558, 0.58369, -0.14281)
O (-3.83666, -1.09718, 1.54568)
N (-1.22956, -0.90058, 0.44433)
S (-0.93508, -1.30967, 1.89091)
O (0.51166, -1.26186, 2.07950)
O (-1.71774, -0.63205, 2.90999)
C (-1.24704, -3.25168, 1.94452)
F (-0.78523, -3.85050, 0.80461)
F (-0.52906, -3.72162, 2.97267)
F (-2.57235, -3.46317, 2.03340)
O (1.96620, -1.50221, -1.04185)
H (2.43357, -2.17182, -0.54244)
H (2.65726, -0.95422, -1.41381)
O (1.45624, 0.86073, -2.74705)
H (1.88249, 1.67036, -3.02818)
H (1.87440, 0.17571, -3.26870)
O (-0.40030, -1.34122, -2.53709)
H (-0.66882, -2.24981, -2.40072)
H (-0.35627, -1.24417, -3.48834)
O (-1.23059, 1.51268, -1.94126)
H (-2.15428, 1.75326, -1.86957)
H (-0.99418, 1.73398, -2.84203)

The calculation puts the LUMO energy (alpha / beta) at -0.0398 / -0.1811 Eh. As for the expectation value of S²: 0.752. As for the multiplicity: 2. The calculation puts the orbital gap (alpha / beta) at 9.49 / 5.58 eV. The value obtained for the largest force on an atom is 0.1342 hartree/bohr. For the molecular weight, the calculation gives 740.22 g mol⁻¹. As for the HOMO energy (alpha / beta): -10.575 / -10.505 eV. The energy above the lowest of the compared OMol25 structures with the same formula, charge and spin is 3.503 eV.

Now the natural (NBO) charges, all in e:
1. Ag 1.45
2. C 0.79
3. F -0.32
4. F -0.30
5. F -0.29
6. S 2.10
7. O -0.84
8. O -0.97
9. N -1.18
10. S 2.15
11. O -0.88
12. O -0.89
13. C 0.75
14. F -0.31
15. F -0.32
16. F -0.30
17. C 0.80
18. F -0.28
19. F -0.32
20. F -0.31
21. S 2.05
22. O -0.92
23. O -0.80
24. N -1.19
25. S 2.17
26. O -0.94
27. O -0.87
28. C 0.76
29. F -0.33
30. F -0.29
31. F -0.31
32. O -0.99
33. H 0.51
34. H 0.50
35. O -0.96
36. H 0.52
37. H 0.49
38. O -0.95
39. H 0.51
40. H 0.50
41. O -0.98
42. H 0.52
43. H 0.49

No. 8
This record from the Open Molecules 2025 dataset describes an isolated molecule of C4H8Br2Si. The level of theory is ωB97M-V with the def2-TZVPD basis set.

Atoms and positions in Å:
C (0.18221, 1.18995, -0.60586)
C (1.17522, -1.78031, -0.05907)
C (-1.03815, 1.13539, -1.50050)
C (-0.57934, -0.24944, 1.81205)
Si (0.77371, -0.08407, 0.52072)
Br (0.08491, -3.03253, -0.77539)
Br (2.61363, 0.73153, 1.40073)
H (1.05034, 1.81884, -1.12092)
H (2.26586, -2.05073, -0.38026)
H (-0.66207, 0.75948, -2.52566)
H (-1.80863, 0.58523, -1.10419)
H (-1.39019, 2.09022, -1.67654)
H (-0.28232, -0.61531, 2.79848)
H (-1.23609, 0.58114, 1.81987)
H (-1.14910, -1.07938, 1.39655)

The calculation puts the LUMO energy (alpha / beta) at -0.0200 / -0.0322 Eh. As for the multiplicity: 1. The calculation puts the orbital gap (alpha / beta) at 8.05 / 7.87 eV. The value obtained for the largest force on an atom is 0.0753 hartree/bohr. For the molecular weight, the calculation gives 244.00 g mol⁻¹. As for the HOMO energy (alpha / beta): -8.599 / -8.747 eV. The energy above the lowest of the compared OMol25 structures with the same formula, charge and spin is 3.430 eV.

Now the natural (NBO) charges, all in e:
1. C -0.55
2. C -0.79
3. C -0.67
4. C -1.12
5. Si 1.45
6. Br 0.15
7. Br -0.30
8. H 0.21
9. H 0.23
10. H 0.23
11. H 0.21
12. H 0.22
13. H 0.25
14. H 0.24
15. H 0.23